Record 1
ORCA calculation (the ωB97M-V functional and the def2-TZVPD basis) on C6H8OSSi in the gas phase.

Last column: natural (NBO) charge in e.
Positions of all 17 atoms, in Å:
C -1.3104 1.4793 1.6719  -0.284
C -0.2547 2.1163 2.2838  -0.378
C -0.9502 0.3599 0.9453  -0.358
C 0.3287 0.0506 0.8862  -0.179
C 0.8377 -1.0370 0.0657  0.069
C 1.6719 -0.2643 -1.0788  -0.607
O -0.2417 -1.7495 -0.4142  -0.863
Si -1.7561 -0.9976 -0.5323  1.330
S 1.2531 1.2988 1.8504  0.332
H -2.3243 1.8903 1.7937  0.227
H -0.1504 2.9387 3.0100  0.243
H 1.3639 -1.8279 0.6357  0.202
H 0.9471 0.4071 -1.6429  0.218
H 2.0617 -1.1338 -1.6819  0.216
H 2.3925 0.2195 -0.5424  0.205
H -2.6051 -2.1954 -0.5829  -0.167
H -1.9016 -0.1152 -1.7167  -0.206

## Properties
E_HOMO = -8.649 eV
SMILES string = C[C@@H]1O[SiH2]c2ccsc21
ΔE to the lowest compared entry with this formula, charge and spin = 17.1 kcal per mole
total charge = 0
DFT total energy = -996.30436 hartree
orbital gap = 9.08 eV
LUMO = 0.43 eV


Record 2
ORCA calculation (the ωB97M-V functional and the def2-TZVPD basis) on a molecular structure, C6H8P2.

Last column: natural (NBO) charge in e.
Positions of all 16 atoms, in Å:
C -2.7820 0.3738 0.3580  0.077
C 2.7563 -0.6868 -0.0989  -0.139
C -2.0811 0.8848 -0.4754  -0.419
C 2.0773 0.1777 -0.5743  -0.209
C -3.4902 -0.3194 1.4282  -0.697
C 3.5874 -1.8079 0.2268  -0.692
P -1.0765 1.4396 -1.7764  0.303
P 0.7370 2.2325 -0.8625  0.331
H -4.6176 -0.6118 0.9945  0.246
H -2.8643 -1.2220 1.7394  0.256
H -3.6397 0.3696 2.3184  0.246
H 4.6212 -1.5189 -0.1077  0.232
H 3.6806 -2.0461 1.2823  0.233
H 3.3692 -2.6982 -0.4180  0.236
H -1.7198 2.6628 -2.0990  0.010
H 1.4421 2.7702 -1.9352  -0.015

## Properties
E_HOMO = -8.421 eV
ΔE to the lowest compared entry with this formula, charge and spin = 91.6 kcal per mole
total charge = 0
DFT total energy = -915.88462 hartree
orbital gap = 7.84 eV
LUMO = -0.58 eV


Record 3
ORCA calculation (the ωB97M-V functional and the def2-TZVPD basis) on a molecular structure, C6H8S.

Last column: natural (NBO) charge in e.
Positions of all 15 atoms, in Å:
C -1.2997 -0.2656 -0.5130  -0.428
C -0.4838 1.0101 -0.6960  -0.281
C -0.8667 -0.2219 0.9734  -0.275
C 0.6641 -0.2533 0.9139  -0.254
C 1.3706 -0.8188 -0.2963  -0.415
C 0.9360 0.6244 -0.2812  -0.252
H -1.0120 -1.1676 -1.0491  0.195
H -2.3689 -0.1182 -0.6207  0.228
H -0.6067 1.6224 -1.5829  0.229
H -1.3565 -0.8015 1.7340  0.227
H 1.2015 -0.1435 1.8524  0.229
H 2.4496 -0.9846 -0.1705  0.228
H 0.8748 -1.5349 -0.9410  0.212
H 1.6970 1.4353 -0.2465  0.231
S -1.1993 1.6177 0.9234  0.124

## Properties
E_HOMO = -8.438 eV
ΔE to the lowest compared entry with this formula, charge and spin = 35.1 kcal per mole
total charge = 0
DFT total energy = -631.53522 hartree
orbital gap = 9.40 eV
LUMO = 0.96 eV


Record 4
ORCA calculation (the ωB97M-V functional and the def2-TZVPD basis) on C6H8S in the gas phase.

Last column: natural (NBO) charge in e.
Positions of all 15 atoms, in Å:
C -1.1017 -1.2723 0.7222  0.001
C 0.0782 -1.1265 0.9887  -0.027
C -2.1895 -0.4199 0.2924  -0.474
C -1.4067 0.8135 -0.2668  -0.515
C 1.1431 -0.1755 0.9670  -0.335
C 2.1590 -0.3451 -0.1409  -0.608
S 0.0521 1.3945 0.6832  0.152
H -2.8154 -0.8308 -0.5006  0.232
H -2.8178 -0.1405 1.1405  0.232
H -1.0566 0.5894 -1.2747  0.211
H -2.0463 1.6945 -0.2940  0.239
H 1.6110 0.0243 1.9311  0.241
H 1.6592 -0.4898 -1.0967  0.216
H 2.7823 -1.2152 0.0613  0.216
H 2.7926 0.5365 -0.2034  0.220

## Properties
E_HOMO = -8.772 eV
SMILES string = C[C@@H]1C#CCCS1
ΔE to the lowest compared entry with this formula, charge and spin = 58.7 kcal per mole
total charge = 0
DFT total energy = -631.49767 hartree
orbital gap = 9.56 eV
LUMO = 0.79 eV


Record 5
ORCA calculation (the ωB97M-V functional and the def2-TZVPD basis) on C6H8S in the gas phase.

Last column: natural (NBO) charge in e.
Positions of all 15 atoms, in Å:
C 0.4981 -0.6772 -0.1618  -0.016
C 1.5864 -0.1747 -0.0181  -0.013
C -0.8495 -1.1350 -0.3237  -0.475
C -1.9947 0.8184 0.7422  -0.505
C -1.6428 0.1558 -0.5233  -0.263
C 2.9281 0.2224 0.0303  -0.693
S -3.3977 0.0260 -0.0527  0.085
H -0.7146 -1.6314 -1.2794  0.239
H -1.2280 -1.7175 0.3996  0.234
H -1.5811 0.3954 1.6666  0.224
H -2.0795 1.9583 0.9588  0.237
H -1.5158 0.5399 -1.4783  0.237
H 3.0300 0.9521 -0.8844  0.236
H 3.7392 -0.5409 -0.0218  0.240
H 3.2220 0.8082 0.9459  0.234

## Properties
E_HOMO = -8.695 eV
SMILES string = CC#CC[C@@H]1CS1
ΔE to the lowest compared entry with this formula, charge and spin = 63.1 kcal per mole
total charge = 0
DFT total energy = -631.49061 hartree
orbital gap = 9.62 eV
LUMO = 0.93 eV


Record 6
ORCA calculation (the ωB97M-V functional and the def2-TZVPD basis) on a molecular structure, C6H8S.

Last column: natural (NBO) charge in e.
Positions of all 15 atoms, in Å:
C 0.0518 -0.1728 0.1780  -0.130
C 0.6664 -0.6666 -1.0691  -0.388
C -0.0319 0.6476 -1.6418  -0.242
C 0.2980 1.3210 -0.2227  -0.387
C -1.4467 0.2788 -1.3754  -0.202
C -1.3792 -0.1044 -0.1203  -0.230
H 0.0240 -1.6562 1.8860  0.125
H 0.3389 -1.5846 -1.5400  0.215
H 1.6961 -0.5632 -1.0106  0.204
H 0.1369 1.1772 -2.6270  0.217
H 1.3393 1.5374 -0.3925  0.209
H -0.5639 2.0084 0.0806  0.235
H -2.2640 0.4723 -1.9337  0.211
H -2.1640 -0.4423 0.4991  0.222
S 0.7816 -0.5482 1.9092  -0.058

## Properties
E_HOMO = -8.929 eV
ΔE to the lowest compared entry with this formula, charge and spin = 69.3 kcal per mole
total charge = 0
DFT total energy = -631.48070 hartree
orbital gap = 9.85 eV
LUMO = 0.93 eV


Record 7
ORCA calculation (the ωB97M-V functional and the def2-TZVPD basis) on C6H8S in the gas phase.

Last column: natural (NBO) charge in e.
Positions of all 15 atoms, in Å:
C -1.0362 -1.4598 -0.6064  -0.519
C 0.0564 -2.4868 -0.6215  -0.285
C 1.2506 1.7214 0.0420  -0.416
C -0.0917 2.2476 0.4402  -0.413
C -0.6323 -0.3131 0.3441  -0.060
C 0.1837 0.7877 0.6338  -0.190
S -0.0563 -0.3974 1.9993  0.174
H -1.3521 -1.1754 -1.5782  0.228
H -1.8894 -2.0166 -0.1013  0.223
H -0.1118 -3.3882 0.0086  0.181
H 1.0104 -2.2377 -1.0723  0.173
H 1.3264 1.6018 -1.1062  0.218
H 2.2320 1.7971 0.6255  0.245
H -0.0498 2.8659 1.2867  0.220
H -0.8399 2.4535 -0.2944  0.221

## Properties
E_HOMO (alpha / beta) = -8.022 / -7.007 eV
ΔE to the lowest compared entry with this formula, charge and spin = 126.3 kcal per mole
total charge = 0
DFT total energy = -631.38996 hartree
orbital gap (alpha / beta) = 8.46 / 7.36 eV
LUMO (alpha / beta) = 0.44 / 0.36 eV


Record 8
ORCA calculation (the ωB97M-V functional and the def2-TZVPD basis) on 2 unconnected molecules or ions with the total composition C6H8S.

Last column: natural (NBO) charge in e.
Positions of all 15 atoms, in Å:
C -1.6303 -1.9688 0.9207  -0.227
C -2.0133 -1.1818 0.0294  -0.219
C 0.9811 1.6570 -1.3784  -0.422
C -0.0814 1.5906 -0.1476  -0.406
C 0.6130 0.3854 -0.7612  -0.401
C 1.1072 -1.3735 1.1204  -0.778
S 1.5054 -0.9235 -0.4388  0.748
H -1.3981 -2.5383 1.7202  0.214
H 0.6846 1.9678 -2.3600  0.214
H 1.8965 2.1603 -1.1239  0.206
H 0.2380 2.0493 0.6594  0.202
H -1.1413 1.7520 -0.4428  0.219
H 0.9288 -2.3822 1.3601  0.209
H -2.2032 -0.6205 -0.7971  0.221
H 0.5130 -0.5738 1.6397  0.221

## Properties
E_HOMO (alpha / beta) = -7.615 / -7.513 eV
ΔE to the lowest compared entry with this formula, charge and spin = 153.6 kcal per mole
total charge = 0
DFT total energy = -631.34641 hartree
orbital gap (alpha / beta) = 7.73 / 7.61 eV
LUMO (alpha / beta) = 0.11 / 0.10 eV


Record 9
ORCA calculation (the ωB97M-V functional and the def2-TZVPD basis) on C6H8S2 in the gas phase.

Last column: natural (NBO) charge in e.
Positions of all 16 atoms, in Å:
C 1.0383 2.1889 -0.5308  -0.494
C 1.4982 0.8299 -1.1045  -0.426
C 0.6706 -0.1987 -0.3772  -0.050
C -0.4265 0.2614 0.1894  -0.153
C -1.3572 -0.7276 0.8415  -0.538
C 0.9080 -1.6764 -0.3170  -0.516
H 1.6436 2.4664 0.3071  0.211
H 1.0913 2.9993 -1.2689  0.227
H 2.5807 0.7329 -0.9502  0.219
H 1.3022 0.7479 -2.1659  0.213
H -2.3416 -0.7355 0.3474  0.225
H -1.5284 -0.4953 1.8963  0.228
H 1.8171 -1.9558 0.2231  0.222
H 0.9042 -2.1277 -1.2931  0.219
S -0.5217 -2.3457 0.6281  0.173
S -0.6944 1.9896 0.0403  0.241

## Properties
E_HOMO = -8.079 eV
SMILES string = C1CC2=C(CSC2)S1
ΔE to the lowest compared entry with this formula, charge and spin = 1.7 kcal per mole
total charge = 0
DFT total energy = -1029.78841 hartree
orbital gap = 8.96 eV
LUMO = 0.88 eV


Record 10
ORCA calculation (the ωB97M-V functional and the def2-TZVPD basis) on C6H8S2 in the gas phase.

Last column: natural (NBO) charge in e.
Positions of all 16 atoms, in Å:
C 0.9032 1.2200 -0.6392  -0.191
C 1.7193 0.6933 0.2275  -0.227
C -0.5660 0.9229 -0.7532  -0.328
C 1.3235 -0.5021 1.0442  -0.263
C -1.3129 0.5096 0.2574  -0.309
C 0.4762 -1.4888 0.8226  -0.337
S -3.0065 0.0855 0.2576  0.052
S -0.2749 -2.1476 -0.6670  0.018
H 1.3502 1.9309 -1.3037  0.206
H 2.7524 1.0488 0.1666  0.219
H -0.8780 1.0831 -1.7576  0.213
H 1.6878 -0.3070 2.0425  0.212
H -0.9337 0.4279 1.3143  0.246
H 0.4504 -2.3059 1.5483  0.232
H -3.3453 -0.0442 -1.0184  0.121
H -0.3458 -1.1262 -1.5419  0.138

## Properties
E_HOMO = -7.971 eV
SMILES string = S\C=C/C=C\C=C\S
ΔE to the lowest compared entry with this formula, charge and spin = 65.1 kcal per mole
total charge = 0
DFT total energy = -1029.68726 hartree
orbital gap = 8.26 eV
LUMO = 0.29 eV


Record 11
ORCA calculation (the ωB97M-V functional and the def2-TZVPD basis) on C6H8S2 in the gas phase.

Last column: natural (NBO) charge in e.
Positions of all 16 atoms, in Å:
C 1.3133 -0.1964 -0.1857  -0.039
C 0.8272 1.1214 -0.7370  -0.509
C -0.2624 1.6145 0.1350  -0.418
C -0.9011 0.2763 0.6167  -0.294
C -0.7589 -1.8796 -0.1876  -0.448
C 0.1752 -0.8210 0.5547  -0.348
H 0.4908 0.9112 -1.7631  0.247
H 1.6793 1.7757 -0.8658  0.241
H 0.0424 2.0861 1.0738  0.214
H -0.9467 2.2769 -0.3757  0.228
H -1.3775 0.3174 1.6393  0.224
H -1.1413 -2.6504 0.4566  0.217
H -0.4370 -2.3151 -1.1371  0.222
H 0.5281 -1.2210 1.5270  0.244
S 2.8088 -0.7430 -0.2026  0.080
S -2.0401 -0.5529 -0.5485  0.138

## Properties
E_HOMO = -8.632 eV
SMILES string = S=C1CC[C@H]2SC[C@@H]12
ΔE to the lowest compared entry with this formula, charge and spin = 21.3 kcal per mole
total charge = 0
DFT total energy = -1029.75706 hartree
orbital gap = 8.41 eV
LUMO = -0.22 eV


Record 12
ORCA calculation (the ωB97M-V functional and the def2-TZVPD basis) on C6H8S2 in the gas phase.

Last column: natural (NBO) charge in e.
Positions of all 16 atoms, in Å:
C 0.6870 -0.7922 -0.1818  -0.269
C 0.0320 -0.0139 0.9383  -0.305
C -1.3567 -0.6584 1.0048  -0.552
C -0.1676 -0.2880 -1.3025  -0.397
C -0.1726 1.3060 -1.0255  -0.188
C -0.0487 1.3710 0.3380  -0.193
H 2.8599 0.5439 -0.4769  0.134
H 0.4966 -1.8304 -0.1197  0.225
H 0.5351 -0.0670 1.8946  0.238
H -1.2043 -1.7052 1.3800  0.230
H -2.2279 -0.0288 1.5526  0.244
H 0.1477 -0.5378 -2.2871  0.252
H -0.4015 2.1518 -1.6260  0.221
H -0.0559 2.2642 0.8164  0.206
S 2.5887 -0.7483 -0.2124  -0.073
S -1.7118 -0.9668 -0.6929  0.227

## Properties
E_HOMO = -8.407 eV
SMILES string = S[C@@H]1[C@@H]2C=C[C@H]1CS2
ΔE to the lowest compared entry with this formula, charge and spin = 38.2 kcal per mole
total charge = 0
DFT total energy = -1029.73025 hartree
orbital gap = 9.25 eV
LUMO = 0.84 eV